Computed, not measured: C32H32NOPm as an isolated structure, with the ωB97M-V functional and the def2-TZVPD basis.

Last column: natural (NBO) charge in e.
Cartesian coordinates (Å):
C (2.208, 0.254, 0.807)  -0.288
C (2.293, -0.448, -0.425)  -0.282
C (1.944, 0.453, -1.470)  -0.364
H (2.571, -1.484, -0.552)  0.229
C (1.661, 1.723, -0.879)  -0.390
C (1.850, 1.602, 0.530)  -0.349
H (1.396, 2.632, -1.424)  0.238
C (-1.329, -2.025, 1.190)  -0.289
C (-0.036, -2.367, 0.656)  -0.344
C (-0.154, -2.406, -0.760)  -0.332
H (0.822, -2.608, 1.254)  0.231
C (-1.489, -2.105, -1.127)  -0.117
C (-2.215, -1.859, 0.095)  -0.367
H (2.005, 0.240, -2.537)  0.241
H (1.691, 2.378, 1.271)  0.254
H (2.415, -0.166, 1.788)  0.230
H (-3.280, -1.586, 0.160)  0.233
H (0.657, -2.639, -1.445)  0.227
H (-1.604, -1.921, 2.249)  0.245
Pm (-0.361, 0.348, -0.121)  1.451
C (-1.982, -1.663, -2.516)  -0.005
C (-3.521, -1.659, -2.549)  -0.611
C (-1.240, -2.368, -3.631)  -0.615
H (-3.893, -2.676, -2.309)  0.231
H (-3.896, -1.305, -3.526)  0.209
H (-3.898, -0.970, -1.757)  0.212
H (-1.436, -3.447, -3.627)  0.231
H (-0.158, -2.248, -3.514)  0.215
H (-1.507, -1.965, -4.612)  0.209
C (-1.563, -0.129, -2.391)  -0.547
C (-1.801, 1.321, -2.864)  0.745
H (-0.443, -0.191, -2.541)  0.294
H (-2.070, 0.035, -1.375)  0.241
O (-1.816, 2.164, -1.779)  -0.601
N (-1.484, 1.629, -4.170)  -0.704
C (-0.374, 2.577, -4.322)  -0.249
H (-2.297, 1.847, -4.776)  0.428
C (0.922, 1.903, -4.665)  -0.062
C (2.137, 2.582, -4.478)  -0.206
H (2.097, 3.564, -4.014)  0.214
C (3.353, 2.022, -4.871)  -0.199
H (4.283, 2.601, -4.746)  0.224
C (3.376, 0.732, -5.443)  -0.220
H (4.349, 0.303, -5.755)  0.223
C (2.168, 0.044, -5.631)  -0.216
H (2.201, -0.962, -6.114)  0.220
C (0.955, 0.631, -5.245)  -0.187
H (0.021, 0.084, -5.426)  0.215
H (-0.250, 3.043, -3.346)  0.228
H (-0.597, 3.380, -5.020)  0.222
C (-0.077, 1.547, 5.894)  -0.226
C (0.600, 0.711, 4.970)  -0.219
C (0.125, 0.569, 3.673)  -0.214
C (-0.987, 1.339, 3.209)  0.014
C (-1.438, 1.400, 1.875)  -0.431
C (-2.546, 2.096, 1.487)  -0.268
C (-3.283, 2.847, 2.454)  -0.207
C (-2.841, 2.902, 3.769)  -0.208
C (-1.693, 2.163, 4.173)  -0.081
C (-1.216, 2.250, 5.500)  -0.190
H (0.289, 1.641, 6.922)  0.210
H (1.495, 0.176, 5.295)  0.208
H (0.609, -0.129, 2.989)  0.205
H (-2.885, 2.107, 0.438)  0.202
H (-4.180, 3.382, 2.156)  0.201
H (-3.360, 3.509, 4.507)  0.204
H (-1.753, 2.890, 6.209)  0.205

Properties
- Multiplicity: 5
- Kohn-Sham gap (alpha / beta): 6.5 / 6.5 eV
- Energy: -1976.84666 a.u.
- <S²>: 6.01